# 1
174
Properties=species:S:1:pos:R:3:forces:R:3 method="wB97M-V/def2-TZVPD" total_charge=0 orbital_gap_ev=5.28
Sn -26.847 40.170 -9.306 -2.9 -0.8 -2.0
S -29.281 38.456 -10.943 -0.3 -3.2 -1.6
O -30.595 33.599 -11.298 0.3 -1.1 0.4
O -27.845 38.082 -10.921 1.7 1.2 0.3
O -33.667 41.011 -10.824 -0.3 1.1 -0.4
O -29.655 39.191 -12.191 0.2 -0.2 1.0
O -27.811 40.353 -6.601 0.4 0.6 -1.0
O -25.331 36.234 -12.669 0.0 -0.1 0.4
O -33.074 39.351 -6.162 1.4 1.0 -1.1
O -30.071 37.214 -10.842 0.3 1.4 -0.2
O -25.341 42.104 -13.358 0.4 0.3 -0.1
O -29.468 39.330 -9.788 0.4 2.4 2.4
O -35.762 34.993 -9.459 -0.1 -0.7 -0.3
O -28.610 42.665 -9.811 0.8 -0.9 -0.3
O -32.430 35.859 -15.653 0.3 1.2 0.4
O -31.477 41.904 -15.557 0.4 0.0 -0.6
O -28.860 33.401 -13.793 -0.1 1.1 0.2
O -25.791 33.110 -12.617 -0.4 -0.7 0.4
O -28.719 34.837 -8.725 -0.1 -0.6 0.7
O -22.914 40.317 -4.436 -0.3 -0.6 0.9
N -32.503 37.834 -9.533 -0.4 1.0 -0.1
N -25.049 40.093 -6.745 -0.2 0.8 1.0
N -27.527 35.752 -14.415 -0.5 -0.7 0.3
N -27.172 32.631 -9.932 0.7 0.3 0.6
N -27.788 40.992 -12.212 0.8 0.0 1.0
N -30.903 38.360 -14.400 -1.1 -0.2 -0.3
N -34.134 34.321 -12.043 0.2 -0.4 -0.5
C -29.277 43.277 -8.732 -0.4 1.3 -0.9
C -32.214 37.791 -14.069 0.6 -1.0 -1.1
C -25.694 31.943 -11.788 0.9 0.7 -0.3
C -27.164 40.584 -13.479 0.3 0.8 -0.1
C -34.967 35.746 -8.555 -0.7 -0.7 -0.2
C -34.134 39.821 -5.410 -0.8 -0.7 0.8
C -26.974 37.076 -14.250 -0.7 0.3 -0.2
C -24.534 43.128 -13.951 -1.2 -0.5 0.2
C -27.161 39.497 -5.682 0.6 0.4 0.5
C -32.234 38.423 -8.223 0.7 -1.0 0.3
C -22.642 40.060 -5.800 -0.7 0.6 1.3
C -33.463 38.725 -7.397 0.0 0.2 0.8
C -33.201 42.319 -11.187 -0.8 -0.6 0.2
C -23.739 40.739 -6.614 0.7 -0.9 -2.2
C -30.753 32.220 -10.997 0.6 0.5 -0.3
C -29.214 40.322 -6.632 -1.6 -0.6 -0.1
C -28.980 35.708 -14.620 0.8 -0.4 -0.3
C -32.954 37.144 -15.268 0.0 0.6 0.3
C -29.785 35.577 -8.194 -1.0 0.2 -0.6
C -27.265 32.957 -8.503 0.2 -0.5 0.4
C -31.457 40.805 -14.669 0.0 0.0 0.5
C -28.597 33.557 -8.131 0.0 0.0 -0.1
C -25.772 40.093 -5.446 -0.5 -1.5 -0.9
C -31.792 34.260 -11.083 -0.5 2.2 -0.3
C -33.292 38.694 -10.456 0.3 -1.5 0.8
C -29.380 42.524 -11.013 -0.1 -0.6 -0.2
C -29.103 32.038 -13.944 -0.2 0.8 -0.5
C -29.489 34.275 -14.734 -0.1 -1.3 0.5
C -34.565 35.621 -11.538 0.4 -0.7 0.5
C -32.714 34.236 -12.353 0.4 -0.1 1.0
C -28.487 42.262 -12.228 0.1 0.4 0.1
C -32.668 39.998 -10.872 0.4 1.1 0.0
C -32.428 35.673 -17.034 -0.3 -0.2 -1.1
C -22.136 39.608 -3.465 -0.2 0.7 -0.2
C -26.352 41.637 -14.219 -0.1 -0.9 0.2
C -23.987 35.905 -12.367 -1.2 -0.7 -0.2
C -32.316 42.979 -15.234 -0.6 0.2 -0.2
C -25.795 32.330 -10.321 -0.1 0.4 -0.3
C -25.600 32.810 -13.982 0.4 0.4 0.2
C -25.526 37.047 -13.781 0.4 0.1 -0.5
C -35.852 35.554 -10.766 -0.6 0.6 0.6
C -30.918 39.495 -15.289 0.5 1.0 -0.4
H -32.723 42.294 -12.166 0.5 0.0 0.1
H -25.243 39.434 -4.756 0.0 0.3 0.4
H -29.836 31.721 -11.309 -0.1 0.0 0.0
H -28.615 43.247 -7.870 -0.3 -0.2 0.2
H -30.777 41.030 -13.841 -0.2 0.1 0.3
H -33.917 35.540 -8.763 0.1 0.8 0.1
H -32.002 36.937 -13.425 -0.2 0.4 0.6
H -32.615 42.784 -10.391 0.6 -0.3 -0.1
H -24.088 35.324 -11.451 0.4 0.1 0.1
H -27.058 38.477 -6.066 -0.1 -0.1 -0.2
H -28.603 31.589 -13.088 0.1 -0.4 -0.3
H -23.876 41.806 -6.447 0.2 -0.1 0.3
H -31.558 35.309 -10.864 0.4 0.0 -0.4
H -29.718 40.776 -5.775 0.5 -0.3 0.5
H -23.625 43.187 -13.360 0.0 0.2 -0.2
H -24.682 32.232 -14.138 0.0 -0.3 0.1
H -31.849 40.338 -10.228 0.1 -0.4 0.4
H -30.781 35.242 -8.514 0.1 -0.5 -0.3
H -32.065 43.573 -14.349 0.6 -0.2 0.2
H -35.315 36.781 -8.601 0.7 0.3 -0.1
H -32.422 35.049 -13.017 0.0 0.0 0.0
H -29.869 39.649 -15.560 0.1 0.3 0.0
H -25.118 38.034 -13.525 -0.3 0.4 -0.3
H -31.696 37.649 -7.667 0.2 0.0 0.0
H -23.339 40.595 -7.626 0.2 0.7 -0.2
H -27.061 37.617 -15.204 0.5 0.4 -0.1
H -25.844 41.104 -5.051 0.1 0.0 -0.1
H -30.456 38.629 -13.514 0.0 -0.3 -0.6
H -21.203 40.152 -3.306 0.3 -0.3 -0.1
H -25.132 33.192 -10.210 -0.4 0.4 0.1
H -32.466 33.317 -12.887 -0.3 -0.1 -0.1
H -27.805 43.115 -12.261 0.3 -0.1 -0.3
H -26.471 33.576 -8.077 0.2 0.5 -0.9
H -26.973 42.439 -14.629 0.0 0.2 0.2
H -29.357 33.801 -15.716 0.4 0.4 -0.4
H -32.319 43.660 -16.085 0.2 0.0 0.0
H -29.447 44.325 -9.010 0.3 0.2 0.2
H -34.648 38.921 -5.046 -0.7 0.3 0.0
H -35.193 35.392 -7.548 -0.1 -0.2 0.0
H -32.259 34.014 -10.119 -0.5 -0.9 -0.3
H -32.869 38.536 -13.607 -0.3 -0.2 0.2
H -26.538 39.720 -13.260 0.0 0.0 -0.1
H -29.564 39.298 -6.784 -0.1 0.0 0.2
H -27.094 32.047 -7.909 -0.4 -0.3 0.2
H -27.670 31.751 -10.016 -0.3 0.1 -0.3
H -27.613 37.672 -13.595 0.0 -0.4 0.4
H -29.645 40.884 -7.461 0.7 0.0 -0.3
H -28.687 33.612 -7.040 0.2 0.3 0.2
H -27.994 40.257 -14.116 0.2 -0.1 -0.4
H -21.972 38.556 -3.704 0.1 0.0 -0.3
H -31.868 34.789 -17.343 -0.1 -0.3 0.6
H -24.674 31.592 -11.978 0.0 -0.6 0.2
H -24.950 36.707 -14.654 0.3 -0.3 0.1
H -22.670 39.629 -2.516 -0.2 0.1 -0.1
H -34.127 39.365 -7.983 -0.3 0.1 0.3
H -25.118 44.052 -13.932 0.3 0.3 0.1
H -28.527 40.284 -12.282 -0.4 0.0 1.3
H -30.168 31.780 -13.948 -0.1 0.0 0.2
H -29.381 32.844 -8.408 -0.3 0.3 -0.5
H -29.100 42.274 -13.136 -0.3 0.4 0.0
H -30.864 32.066 -9.920 -0.3 0.0 0.1
H -33.848 36.050 -10.828 0.3 0.2 -0.2
H -31.528 39.260 -8.253 -0.3 0.4 0.0
H -33.448 35.563 -17.419 -0.1 -0.1 0.0
H -32.957 37.873 -16.082 0.3 -0.3 -0.4
H -24.356 42.896 -15.003 0.4 -0.1 0.0
H -25.920 41.093 -15.067 0.2 0.2 -0.2
H -32.197 39.935 -11.858 -0.2 0.0 -0.2
H -29.756 36.573 -8.635 0.4 0.1 0.4
H -30.093 41.710 -10.861 -0.1 -0.1 0.0
H -23.313 36.755 -12.235 -0.1 0.2 0.0
H -22.667 38.984 -6.002 0.2 -0.1 -0.1
H -31.395 39.346 -16.261 -0.3 -0.4 0.2
H -34.294 33.561 -11.392 -0.5 0.3 0.3
H -26.397 31.154 -12.069 -0.2 0.0 -0.1
H -29.861 35.546 -7.102 0.5 0.3 0.2
H -25.431 33.756 -14.496 -0.3 0.1 0.0
H -29.162 36.159 -15.603 -0.8 0.4 0.2
H -30.575 34.261 -14.596 -0.1 0.2 0.2
H -33.957 37.818 -7.039 -0.3 -0.2 -0.8
H -34.690 36.314 -12.372 0.0 0.0 -0.1
H -31.973 36.464 -17.641 0.1 0.5 0.5
H -31.611 37.671 -10.014 -0.2 -0.3 0.4
H -30.309 42.945 -8.591 0.2 -0.8 0.4
H -26.440 32.281 -14.436 -0.1 0.0 0.1
H -33.823 40.338 -4.500 0.6 0.0 -0.2
H -23.618 35.221 -13.136 0.4 0.1 -0.1
H -21.650 40.474 -6.000 0.0 -0.1 -0.6
H -24.934 39.152 -7.104 0.1 -0.2 0.4
H -36.210 36.579 -10.613 0.0 0.2 -0.3
H -34.269 38.858 -9.998 -0.1 0.3 -0.2
H -29.502 36.232 -13.823 0.1 0.1 -0.1
H -29.943 43.435 -11.233 0.0 0.2 0.2
H -27.699 39.411 -4.736 -0.2 0.2 0.0
H -27.178 35.283 -15.243 0.7 0.1 0.1
H -31.602 31.807 -11.547 -0.1 -0.2 0.1
H -33.440 38.004 -11.288 -0.2 0.6 -0.4
H -34.042 43.007 -11.289 -0.4 -0.4 0.0
H -32.473 40.693 -14.275 0.0 -0.3 0.1
H -25.352 31.594 -9.638 0.1 -0.5 -0.3
H -34.812 40.507 -5.926 0.0 -0.2 -0.3
H -28.717 31.736 -14.927 0.3 -0.5 0.1
H -36.644 35.024 -11.297 0.1 -0.3 0.0
H -34.015 37.069 -15.011 -0.1 -0.4 0.2
H -33.365 42.698 -15.088 0.0 -0.4 0.0

# 2
12
Properties=species:S:1:pos:R:3:forces:R:3 method="wB97M-V/def2-TZVPD" total_charge=0 orbital_gap_ev="7.00 / 7.49"
S -1.453 -0.574 -0.206 0.3 -0.3 0.7
O -2.829 -0.953 0.050 -0.7 -0.2 -0.2
N 1.740 -0.651 -0.070 0.6 0.6 -0.2
C -1.065 0.933 0.534 0.3 -0.7 0.2
C 1.023 -1.679 0.149 0.3 -0.3 0.2
C -0.387 -1.813 0.221 -0.3 0.7 -0.6
C -0.936 2.119 0.014 0.1 0.6 -0.4
H -1.018 2.375 -1.036 0.0 -0.2 -0.1
H 1.581 -2.590 0.357 -0.1 -0.2 0.0
H -0.724 2.958 0.659 0.0 0.1 0.2
H -0.856 -2.784 0.242 -0.2 0.0 0.1
H 1.230 0.202 -0.291 -0.2 -0.1 0.1

# 3
123
Properties=species:S:1:pos:R:3:forces:R:3 method="wB97M-V/def2-TZVPD" total_charge=-2 orbital_gap_ev=4.65
Cs 0.850 -0.933 -0.563 -0.5 -0.1 -0.7
P -1.552 1.674 0.559 -0.2 0.3 0.0
P -0.356 0.248 2.707 0.0 0.1 0.2
Si -0.820 2.244 -4.113 -0.2 0.0 0.0
O 4.511 -0.973 2.519 0.0 0.0 0.0
O 2.740 3.555 -0.953 0.0 0.0 0.0
O 4.133 -2.895 -1.130 -0.1 0.0 0.0
O 2.490 -0.978 1.551 0.5 -0.1 0.3
O 1.467 1.746 -0.590 0.2 0.3 0.1
N -0.542 -3.411 -1.816 -0.3 -0.4 -0.2
N 0.447 -1.897 -3.971 0.0 0.0 0.0
N 3.879 0.204 -0.731 -0.1 0.0 0.0
N 0.965 -4.034 0.633 0.0 0.0 0.1
N -0.923 1.775 2.156 0.1 -0.1 -0.1
C -0.242 5.430 -0.291 -0.1 0.0 0.0
C -2.636 0.208 6.213 0.0 0.0 0.0
C -2.118 -4.587 -3.230 0.0 0.0 0.0
C -5.123 -0.287 0.617 0.0 0.0 0.0
C -0.369 -3.931 0.533 0.0 0.0 0.1
C 4.952 -0.574 -1.327 0.0 0.0 0.0
C -2.580 5.437 -0.838 0.0 0.0 0.0
C 1.567 -0.040 4.747 0.0 0.0 0.0
C -4.180 2.087 1.706 -0.1 0.0 0.0
C -2.753 -0.753 3.623 0.0 0.0 0.0
C 0.083 -0.606 -3.900 0.1 -0.3 -0.1
C 0.279 3.577 -3.427 0.2 -0.1 0.1
C 2.918 -1.824 -4.216 -0.1 0.0 0.0
C -3.837 0.155 0.329 0.0 0.0 0.0
C -0.012 -2.850 -6.494 0.0 0.0 0.0
C -5.932 0.455 1.465 0.0 0.0 0.0
C -0.176 0.577 -3.808 -0.1 0.2 0.0
C 3.683 -0.590 1.666 0.2 -0.1 0.3
C -0.581 -3.442 2.861 0.0 0.0 0.0
C -0.606 -2.879 -4.157 0.1 0.1 -0.1
C -1.306 2.801 3.116 0.0 0.1 0.0
C -1.362 6.096 -0.773 0.1 0.0 0.0
C 1.536 -3.867 1.828 0.0 -0.1 -0.1
C 4.160 0.492 0.675 -0.1 0.0 0.0
C 3.116 2.065 3.829 0.0 0.0 0.0
C 1.914 1.768 3.206 0.0 0.0 0.0
C -0.934 -3.108 -5.522 0.0 0.0 0.1
C 1.592 -2.133 -4.822 0.1 0.1 0.0
C -1.075 -3.616 -3.059 0.0 0.0 0.0
C -0.999 -4.150 -0.808 0.0 0.1 0.1
C -3.824 -0.955 4.481 0.0 0.0 0.0
C 2.521 2.327 -0.957 0.1 0.2 0.0
C -1.010 2.500 -5.972 0.0 0.0 0.0
C 3.545 1.314 4.914 0.0 0.0 0.0
C -1.573 3.452 0.100 0.1 0.0 0.0
C 1.337 -2.524 -6.079 -0.1 0.0 -0.1
C -3.347 1.342 0.870 0.1 0.0 0.0
C 0.788 -3.558 2.966 -0.1 0.1 0.0
C -1.180 -3.644 1.624 0.1 0.0 0.0
C 5.139 -1.967 -0.744 0.0 0.0 0.0
C -1.572 0.420 5.345 -0.1 0.0 0.0
C -1.617 -0.055 4.035 0.1 -0.1 0.0
C -5.459 1.644 2.008 0.0 0.0 0.0
C -2.585 -5.290 -2.159 0.0 0.0 0.1
C 1.120 0.722 3.672 -0.1 0.1 0.0
C 3.021 -4.035 1.933 0.0 0.0 0.0
C -2.534 2.323 -3.343 0.0 0.0 0.0
C -2.684 4.120 -0.405 -0.1 0.0 0.1
C 2.772 0.256 5.367 0.0 0.0 0.0
C 3.669 1.434 -1.495 0.0 0.0 0.1
C -0.343 4.117 0.136 -0.1 0.0 0.0
C -2.022 -5.082 -0.892 0.0 0.0 0.0
C -3.766 -0.475 5.782 0.0 0.0 0.0
H 1.295 -3.389 3.907 0.0 0.0 0.0
H -1.280 7.119 -1.123 0.0 0.0 0.0
H -2.517 -4.769 -4.217 0.0 0.0 0.0
H 5.920 -0.042 -1.213 0.0 0.0 0.0
H 2.927 -0.791 -3.851 0.0 0.0 0.0
H 3.125 -2.468 -3.358 0.0 0.0 0.0
H -1.454 3.758 2.610 0.0 -0.1 0.0
H 4.500 1.524 5.378 0.0 0.0 0.0
H -3.452 5.942 -1.239 0.0 0.0 0.0
H 3.717 -1.941 -4.951 0.0 0.0 0.0
H 5.234 0.667 0.842 0.0 0.0 0.0
H 3.736 2.864 3.442 0.0 0.0 0.0
H -0.701 0.962 5.688 0.0 0.0 0.0
H -2.989 3.308 -3.474 0.0 0.0 0.0
H -1.618 1.706 -6.409 0.0 0.0 0.0
H 4.579 2.054 -1.527 0.0 0.0 0.0
H 1.604 2.319 2.325 0.0 0.0 0.0
H -1.892 -3.539 -5.794 0.0 0.0 0.0
H -5.489 -1.210 0.185 0.0 0.0 0.0
H -3.192 -0.431 -0.318 0.0 0.0 0.0
H 0.980 -0.885 5.087 0.0 0.0 0.0
H -2.473 2.123 -2.271 0.0 0.0 0.0
H -2.586 0.586 7.227 0.0 0.0 0.0
H -3.374 -6.025 -2.291 0.0 0.0 0.0
H 6.073 -2.368 -1.146 0.0 0.0 0.0
H 3.484 -3.076 2.180 0.0 0.0 0.0
H 3.322 -2.714 -0.638 0.1 0.0 0.1
H -0.038 2.478 -6.468 0.0 0.0 0.0
H 0.550 3.579 0.419 0.1 0.0 0.1
H 3.125 -0.360 6.185 0.0 0.0 0.0
H 3.268 -4.734 2.737 0.0 0.0 0.0
H -1.482 3.462 -6.195 0.0 0.0 0.0
H -6.930 0.108 1.704 0.0 0.0 0.0
H -6.089 2.223 2.672 0.0 0.0 0.0
H 3.625 1.403 0.952 0.0 0.0 0.0
H 0.041 4.564 -3.831 -0.1 0.0 0.0
H 1.328 3.357 -3.650 -0.1 0.1 0.0
H 0.730 5.905 -0.289 0.0 0.0 0.0
H 3.427 -4.411 0.995 0.0 0.0 0.0
H -4.595 -0.634 6.461 0.0 0.0 0.0
H -3.635 3.607 -0.482 0.0 0.0 0.0
H -2.792 -1.134 2.610 0.0 0.0 0.0
H -2.250 -3.558 1.489 0.0 0.0 0.0
H -2.226 2.537 3.649 0.0 0.0 0.0
H 3.415 1.163 -2.525 0.0 0.0 0.0
H -0.235 -3.007 -7.541 0.0 0.0 0.0
H -3.191 1.571 -3.783 0.0 0.0 -0.1
H 4.759 -0.670 -2.398 0.0 0.0 0.0
H -4.701 -1.488 4.135 0.0 0.0 0.0
H -3.826 3.021 2.127 0.0 0.0 0.0
H -0.510 2.926 3.853 0.0 0.0 0.0
H 0.208 3.616 -2.339 0.1 0.0 0.0
H -1.179 -3.183 3.727 0.0 0.0 0.0
H 2.158 -2.678 -6.771 0.0 0.0 0.0
H 5.241 -1.924 0.344 0.0 0.0 0.0
H -2.333 -5.647 -0.024 0.0 0.0 0.0

The records above give, respectively, molecular weight values of 1147.11; 115.16; 1066.00 g mol⁻¹.
The records above give, respectively, energy values of -109196.20012; -18595.98637; -100564.64461 eV.
The records above give, respectively, energy relative to the best compared isomer or geometry (same formula, charge and spin) values of 0.00; 136.81; 3.65 kcal per mole.